ORCA calculation (wB97M-V/def2-TZVPD) on O3S2 in the gas phase at a distorted geometry.

The geometry in XYZ format:
```
5
O3S2 | the Open Molecules 2025 dataset | wB97M-V/def2-TZVPD
O 1.40239 1.49529 -0.44018
S 0.80071 0.26093 -0.69479
S -0.95948 -0.09177 0.48450
O -1.86636 -1.05654 -0.10939
O 0.62274 -0.60791 0.75985
```

As for the net charge: 0. As for the orbital gap: 9.17 eV. The value obtained for the calculated total energy is -1022.02452 hartree. The calculation puts the HOMO energy at -0.363 Eh. The strongest force on any atom comes out at 3.5 eV Å⁻¹. The energy above the lowest of the compared OMol25 structures with the same formula, charge and spin is 0.0 kJ/mol.